Entry 1:
The following is a DFT calculation (ωB97M-V/def2-TZVPD) of 6 unconnected molecules or ions with the total composition C26H40BrNO12.

Last column: Löwdin charge in e.
CARTESIAN COORDINATES (ANGSTROEM)
C1 -3.797 -1.221 2.924  -0.0840
O1 -4.528 -0.009 2.857  -0.1892
C2 -5.798 -0.104 2.260  -0.1985
C3 -6.704 -1.174 2.864  -0.3335
C4 -7.103 -2.372 1.995  -0.0495
C5 -8.144 -3.009 2.883  -0.4652
O2 -8.417 -4.164 3.027  0.1116
N1 -8.771 -1.956 3.599  0.0494
C6 -8.099 -0.713 3.283  -0.7057
Br1 -8.031 0.495 4.810  0.7031
H1 -3.887 -1.678 3.912  0.0921
H2 -2.748 -0.994 2.740  0.0848
H3 -4.125 -1.937 2.165  0.0898
H4 -6.258 0.874 2.401  0.1142
H5 -5.696 -0.268 1.178  0.1345
H6 -6.269 -1.589 3.778  0.1423
H7 -7.654 -1.993 1.126  0.1403
H8 -6.305 -3.032 1.672  0.1261
H9 -9.779 -1.954 3.510  0.1432
H10 -8.607 -0.145 2.502  0.1049
O3 0.024 0.687 1.479  0.1085
C7 -0.490 1.198 2.433  -0.4877
O4 -0.247 0.775 3.693  0.0266
C8 -1.077 1.489 4.633  -0.1402
C9 -1.459 2.784 3.925  -0.1411
C10 -1.488 2.339 2.466  -0.0674
H11 -1.948 0.865 4.851  0.1216
H12 -0.498 1.640 5.539  0.1037
H13 -2.401 3.192 4.285  0.1170
H14 -0.680 3.530 4.081  0.1130
H15 -2.461 1.929 2.183  0.1213
H16 -1.208 3.109 1.751  0.1258
O5 2.202 3.951 -3.730  0.1063
C11 2.165 3.070 -2.918  -0.4953
O6 1.110 2.897 -2.091  0.0196
C12 1.367 1.819 -1.162  -0.1527
C13 2.438 0.966 -1.832  -0.1558
C14 3.211 2.010 -2.629  -0.0725
H17 1.712 2.254 -0.223  0.1224
H18 0.432 1.301 -0.975  0.1101
H19 3.041 0.401 -1.128  0.1103
H20 1.971 0.252 -2.512  0.1120
H21 4.006 2.475 -2.042  0.1318
H22 3.641 1.645 -3.558  0.1203
O7 3.887 -1.784 -2.302  0.1114
C15 4.003 -2.130 -3.442  -0.4855
O8 4.867 -1.525 -4.290  0.0207
C16 4.724 -2.061 -5.621  -0.1580
C17 4.100 -3.439 -5.433  -0.1495
C18 3.255 -3.223 -4.181  -0.0722
H23 4.080 -1.391 -6.194  0.1234
H24 5.707 -2.082 -6.083  0.1185
H25 3.550 -3.768 -6.310  0.1041
H26 4.881 -4.174 -5.233  0.1215
H27 2.258 -2.842 -4.415  0.1307
H28 3.148 -4.097 -3.544  0.1243
O9 4.655 -4.191 -8.715  0.1241
C19 5.079 -3.251 -9.320  -0.4792
O10 5.072 -2.000 -8.796  0.0024
C20 5.549 -1.044 -9.761  -0.1450
C21 6.384 -1.858 -10.746  -0.1483
C22 5.674 -3.208 -10.714  -0.0735
H29 4.683 -0.581 -10.237  0.1276
H30 6.111 -0.283 -9.226  0.1266
H31 6.434 -1.399 -11.731  0.1154
H32 7.402 -1.964 -10.367  0.1185
H33 4.849 -3.261 -11.428  0.1327
H34 6.320 -4.067 -10.870  0.1261
O11 0.593 4.422 6.588  0.1270
C23 0.335 3.850 7.604  -0.4831
O12 0.285 2.495 7.670  0.0001
C24 -0.158 2.067 8.970  -0.1498
C25 0.161 3.234 9.900  -0.1495
C26 -0.001 4.429 8.965  -0.0740
H35 -1.229 1.862 8.917  0.1272
H36 0.368 1.148 9.214  0.1256
H37 -0.484 3.259 10.776  0.1149
H38 1.195 3.164 10.239  0.1183
H39 -1.032 4.788 8.927  0.1322
H40 0.650 5.271 9.182  0.1260

Calculated values
- SMILES string = COC[C@@H]1CC(=O)N[C@H]1Br.O=C1CCCO1.O=C1CCCO1.O=C1CCCO1.O=C1CCCO1.O=C1CCCO1
- gap between HOMO and LUMO (eV) = 10.0

Entry 2:
The following is a DFT calculation (ωB97M-V/def2-TZVPD) of C3H6N4 in the gas phase in a non-equilibrium geometry.

Last column: Löwdin charge in e.
CARTESIAN COORDINATES (ANGSTROEM)
C1 1.231 -0.506 1.515  -0.1172
C2 -0.094 -0.732 1.851  -0.2086
C3 1.212 -0.375 0.169  -0.0844
N1 -0.915 -0.651 0.820  0.0476
N2 -0.150 -0.369 -0.198  -0.1954
N3 -0.727 1.304 -1.802  -0.0321
N4 -0.746 -0.101 -1.508  -0.0643
H1 2.198 -0.471 2.175  0.1378
H2 -0.592 -0.918 2.845  0.1158
H3 1.918 0.195 -0.392  0.0981
H4 0.196 1.686 -2.212  0.1093
H5 -1.054 1.799 -0.982  0.0617
H6 -1.756 -0.402 -1.490  0.1318

Calculated values
- relative energy (zero: lowest compared OMol25 entry of this formula, charge and spin) (kcal/mol) = 75.3
- SMILES string = NNn1cccn1
- gap between HOMO and LUMO (eV) = 10.1

Entry 3:
The following is a DFT calculation (ωB97M-V/def2-TZVPD) of 2 unconnected molecules or ions with the total composition C2H2Cl2P2 in a non-equilibrium geometry.

Last column: Löwdin charge in e.
CARTESIAN COORDINATES (ANGSTROEM)
C1 -0.662 0.467 -0.863  -0.7958
C2 0.720 0.463 -1.306  -1.2893
P1 -2.080 0.287 -0.213  0.8000
P2 1.204 0.878 -2.899  0.8115
Cl1 -2.010 -1.289 3.447  0.2381
Cl2 1.675 -0.202 -0.093  0.6176
H1 -1.487 -1.338 4.612  -0.2535
H2 2.639 0.735 -2.686  -0.1286

Calculated values
- relative energy (zero: lowest compared OMol25 entry of this formula, charge and spin) (kcal/mol) = 4.3
- SMILES string = [H]/P=C(\Cl)C#P.Cl
- gap between HOMO and LUMO (eV) = 7.6

Entry 4:
The following is a DFT calculation (ωB97M-V/def2-TZVPD) of a molecular structure, C3H3NO3 in a non-equilibrium geometry.

Last column: Löwdin charge in e.
CARTESIAN COORDINATES (ANGSTROEM)
C1 0.605 -0.776 -0.165  -0.1334
C2 -0.412 -1.041 0.525  0.0195
C3 -1.100 0.340 0.899  -0.3842
H1 0.781 1.909 -1.984  0.2627
H2 1.525 -1.337 -0.461  0.1525
H3 -0.537 -2.105 1.190  0.1944
N1 0.726 0.628 -0.333  -0.1964
O1 0.619 0.718 -1.781  -0.0822
O2 -1.994 0.450 1.729  0.1012
O3 -0.213 1.212 0.382  0.0659

Calculated values
- relative energy (zero: lowest compared OMol25 entry of this formula, charge and spin) (kcal/mol) = 146.2
- gap between HOMO and LUMO (eV) = 9.8